[1]
114
Properties=species:S:1:pos:R:3 method="wB97M-V/def2-TZVPD" homo_ev=-0.53 charge=-2
C 4.231 -2.041 2.030
C 3.490 -0.776 1.636
O 4.383 0.297 1.563
C 3.799 1.471 0.997
P 5.136 2.554 0.122
C 6.439 3.677 -0.828
O 7.353 4.117 -0.111
O 6.213 3.971 -2.015
C 6.416 2.218 1.548
Cl 7.948 1.561 1.040
C 6.262 2.421 2.853
C 5.014 2.923 3.514
Cl 7.552 2.092 4.008
P 5.847 0.508 -0.897
O 6.926 0.965 -2.056
I 3.916 -0.345 -2.340
O 4.005 2.697 -1.219
C 3.135 3.778 -1.141
C 3.310 4.525 0.189
C 2.146 4.318 1.234
C 0.999 3.421 0.788
C -0.052 3.207 1.896
S -1.739 3.561 1.325
C -2.379 1.949 0.967
S -2.298 0.718 2.036
N -2.929 1.908 -0.306
C -1.882 1.909 -1.367
C -0.776 0.873 -1.209
C -3.942 0.862 -0.517
C -4.968 1.330 -1.546
C 3.437 6.043 -0.024
B 4.697 6.441 -0.919
O 4.555 6.674 -2.272
O 5.928 6.599 -0.367
O 4.509 4.059 0.768
H 4.457 -2.059 3.095
H 5.129 -2.160 1.427
H 3.587 -2.896 1.807
H 2.714 -0.572 2.395
H 2.979 -0.946 0.682
H 3.307 2.013 1.812
H 3.029 1.208 0.273
H 5.232 3.106 4.568
H 4.247 2.150 3.516
H 4.659 3.860 3.097
H 7.537 0.231 -2.155
H 2.107 3.502 -1.401
H 3.444 4.449 -1.957
H 1.700 5.282 1.493
H 2.557 3.908 2.157
H 0.475 3.866 -0.060
H 1.351 2.452 0.446
H -0.046 2.195 2.292
H 0.145 3.878 2.732
H -2.384 1.758 -2.320
H -1.427 2.898 -1.366
H -0.114 0.971 -2.070
H -1.170 -0.141 -1.175
H -0.155 1.059 -0.337
H -4.456 0.689 0.424
H -3.467 -0.073 -0.818
H -5.245 2.363 -1.345
H -5.874 0.729 -1.460
H -4.589 1.247 -2.563
H 3.584 6.465 0.979
H 2.492 6.458 -0.383
H 5.342 6.296 -2.695
H 5.921 6.374 0.568
C 5.805 -9.253 2.480
O 5.566 -8.775 1.179
C 5.239 -9.776 0.235
C 4.088 -9.368 -0.660
O 2.825 -9.298 -0.024
C 2.566 -8.227 0.874
C 2.472 -6.857 0.240
O 3.739 -6.376 -0.157
C 3.731 -5.659 -1.378
H 6.795 -9.719 2.558
H 5.765 -8.399 3.155
H 5.038 -9.974 2.789
H 4.988 -10.719 0.735
H 6.118 -9.947 -0.401
H 3.980 -10.158 -1.409
H 4.318 -8.447 -1.199
H 3.272 -8.225 1.705
H 1.581 -8.454 1.290
H 2.058 -6.165 0.986
H 1.784 -6.899 -0.612
H 3.130 -6.175 -2.136
H 4.758 -5.604 -1.732
H 3.353 -4.643 -1.238
C -11.916 3.368 -2.813
O -11.781 2.009 -2.467
C -10.829 1.304 -3.245
C -9.948 0.404 -2.406
O -9.030 1.074 -1.563
C -9.511 1.765 -0.422
C -10.093 0.893 0.668
O -11.362 0.368 0.311
C -11.575 -0.958 0.736
H -12.500 3.489 -3.733
H -12.439 3.864 -1.995
H -10.939 3.848 -2.937
H -10.196 1.997 -3.809
H -11.373 0.674 -3.962
H -9.323 -0.160 -3.103
H -10.543 -0.326 -1.853
H -10.202 2.562 -0.700
H -8.624 2.245 -0.003
H -10.218 1.511 1.567
H -9.388 0.086 0.897
H -10.700 -1.588 0.542
H -12.415 -1.355 0.166
H -11.820 -1.001 1.803


[2]
119
Properties=species:S:1:pos:R:3 method="wB97M-V/def2-TZVPD" homo_ev=-6.40
La 0.273 0.461 1.562
Se 3.083 1.924 1.831
Te 2.179 2.193 4.217
Te 0.437 3.927 3.240
Se -1.599 2.498 2.875
C -6.009 -3.607 -1.580
C -5.291 -2.693 -2.521
C -5.119 -3.485 -3.814
C -4.404 -2.722 -4.872
C -3.076 -2.227 -4.273
C -2.047 -1.889 -5.139
C -0.874 -1.429 -4.561
F 0.145 -1.141 -5.385
C -0.747 -1.233 -3.232
C -1.761 -1.484 -2.349
C -1.588 -1.179 -0.911
O -0.542 -0.561 -0.565
C -2.649 -1.527 -0.097
C -3.818 -2.000 -0.710
N -3.971 -2.330 -1.974
C -2.914 -2.025 -2.896
C -2.706 -1.425 1.436
O -3.593 -1.940 2.081
O -1.714 -0.689 1.930
H -6.834 -4.099 -2.004
H -6.374 -3.029 -0.713
H -5.296 -4.324 -1.193
H -5.863 -1.816 -2.736
H -6.125 -3.750 -4.116
H -4.526 -4.406 -3.560
H -5.065 -1.959 -5.296
H -4.237 -3.462 -5.668
H -2.226 -1.962 -6.239
H 0.169 -0.817 -2.811
H -4.708 -2.071 -0.094
I 2.123 1.086 -1.885
C 1.818 2.981 -2.861
C 3.052 3.501 -3.238
C 3.146 4.537 -4.204
C 2.013 4.931 -4.875
C 0.744 4.361 -4.506
C -0.446 4.740 -5.171
C -1.651 4.450 -4.638
C -1.818 3.654 -3.502
C -0.694 3.171 -2.814
P -1.008 2.689 -0.977
C -2.851 2.386 -0.943
C -3.493 1.524 -1.848
C -4.926 1.306 -1.791
C -5.612 1.875 -0.724
C -4.952 2.626 0.238
C -3.599 2.854 0.143
C -0.932 4.425 -0.548
C -1.936 5.384 -0.604
C -1.645 6.724 -0.329
C -0.349 7.054 -0.056
C 0.685 6.137 0.028
C 0.358 4.801 -0.124
C 0.593 3.409 -3.419
H 3.979 3.082 -2.903
H 4.178 4.914 -4.447
H 2.064 5.648 -5.664
H -0.356 5.381 -6.009
H -2.519 4.856 -5.096
H -2.812 3.486 -3.135
H -2.900 1.101 -2.721
H -5.451 0.674 -2.562
H -6.646 1.845 -0.724
H -5.445 3.072 1.061
H -3.210 3.465 0.963
H -2.832 5.090 -1.015
H -2.443 7.432 -0.415
H -0.105 8.080 0.094
H 1.713 6.434 0.265
H 1.089 3.979 0.046
C 5.519 -1.220 5.554
C 4.504 -0.861 4.459
C 4.820 -1.782 3.230
N 3.829 -1.488 2.167
C 3.156 -2.344 1.470
S 1.824 -1.874 0.442
N 3.447 -3.731 1.555
C 4.614 -4.486 1.543
O 4.657 -5.557 2.098
C 5.788 -3.942 0.847
C 5.560 -3.291 -0.353
C 6.545 -2.915 -1.200
C 7.850 -3.126 -0.798
C 8.138 -3.728 0.453
C 7.105 -4.145 1.277
H 5.252 -0.793 6.491
H 6.595 -0.998 5.296
H 5.495 -2.280 5.737
H 4.544 0.177 4.113
H 3.451 -1.105 4.725
H 4.742 -2.847 3.462
H 5.800 -1.546 2.897
H 3.522 -0.491 2.044
H 2.596 -4.219 1.849
H 4.551 -3.060 -0.636
H 6.316 -2.375 -2.108
H 8.610 -2.762 -1.487
H 9.176 -3.864 0.699
H 7.358 -4.530 2.264
C -1.949 -2.259 6.884
N -0.861 -2.066 5.884
C -0.464 -3.159 5.005
C 0.555 -2.456 4.079
O 1.365 -2.990 3.346
N 0.392 -1.095 4.238
C -0.484 -0.921 5.244
N -0.936 0.275 5.622
H -2.871 -2.546 6.332
H -2.142 -1.349 7.421
H -1.650 -3.075 7.539
H -1.308 -3.602 4.446
H -0.085 -3.982 5.626
H -0.729 1.094 5.047
H -1.729 0.446 6.242


| no. | calculated total energy (eV) | frontier orbital gap (eV) | LUMO (eV) |
| --- | --- | --- | --- |
| 1 | -136323.691 | 3.28 | 2.7 |
| 2 | -249932.263 | 6.26 | -0.1 |